Formula: C32H50ClN14O6P2S
Source: the OMol25 dataset
Level of theory: wB97M-V/def2-TZVPD

Net charge: -1
DFT total energy, Ha: -4008.4722
M, g/mol: 856.3
Kohn-Sham gap, eV: 5.6
2S+1: 1

Bonds (Å) are listed after each position.
Cartesian coordinates (Å):
1 C 0.221 0.244 1.080  C2 1.502, H21 1.089, H22 1.088, H23 1.088
2 C 0.054 -1.174 1.546  C1 1.502, O3 1.195, O4 1.388
3 O -0.930 -1.829 1.367  C2 1.195
4 O 1.160 -1.608 2.264  C2 1.388, C5 1.407
5 C 1.749 -2.830 1.893  O4 1.407, O6 1.196, C7 1.494
6 O 1.116 -3.838 1.773  C5 1.196
7 C 3.233 -2.724 1.765  C5 1.494, P8 1.966, H24 1.088, H25 1.094
8 P 4.009 -1.973 0.122  C7 1.966, N9 1.797, C10 1.904, N15 1.955, P18 2.270, H26 1.449
9 N 4.804 -3.509 -0.367  P8 1.797, H27 1.015, H28 1.014
10 C 5.555 -1.438 1.096  P8 1.904, C11 1.545, H29 1.091, H30 1.094
11 C 5.444 -0.089 1.842  C10 1.545, C12 1.507, H31 1.097, H32 1.090
12 C 5.195 1.133 0.996  C11 1.507, O13 1.198, O14 1.380
13 O 5.850 1.437 0.039  C12 1.198
14 O 4.162 1.936 1.435  C12 1.380, H33 0.982
15 N 4.750 -1.025 -1.419  P8 1.955, C16 1.186
16 C 5.419 -1.566 -2.236  N15 1.186, S17 1.612
17 S 6.527 -2.135 -3.260  C16 1.612
18 P 2.098 -2.357 -1.043  P8 2.270, O19 1.660, Cl20 2.069
19 O 2.082 -1.274 -2.300  P18 1.660, H34 0.967
20 Cl 2.136 -4.131 -2.108  P18 2.069
21 H 1.053 0.280 0.377  C1 1.089
22 H -0.692 0.555 0.575  C1 1.088
23 H 0.404 0.921 1.912  C1 1.088
24 H 3.656 -3.688 2.043  C7 1.088
25 H 3.548 -2.023 2.544  C7 1.094
26 H 3.334 -0.735 0.454  P8 1.449
27 H 5.725 -3.607 0.048  N9 1.015
28 H 4.280 -4.317 -0.051  N9 1.014
29 H 6.452 -1.430 0.475  C10 1.091
30 H 5.731 -2.188 1.873  C10 1.094
31 H 6.416 0.084 2.320  C11 1.097
32 H 4.725 -0.162 2.658  C11 1.090
33 H 3.576 2.098 0.665  O14 0.982
34 H 1.771 -0.429 -1.948  O19 0.967
35 C 3.799 2.414 -3.174  C36 1.445, H38 1.088, H39 1.089, H40 1.089
36 C 3.266 1.931 -1.920  C35 1.445, N37 1.146
37 N 2.857 1.457 -0.961  C36 1.146
38 H 3.904 1.589 -3.874  C35 1.088
39 H 3.142 3.164 -3.612  C35 1.089
40 H 4.784 2.857 -3.039  C35 1.089
41 C -2.138 3.659 2.750  C42 1.452, H44 1.089, H45 1.089, H46 1.090
42 C -0.765 3.271 2.479  C41 1.452, N43 1.148
43 N 0.331 2.974 2.310  C42 1.148
44 H -2.220 4.048 3.763  C41 1.089
45 H -2.477 4.434 2.063  C41 1.089
46 H -2.818 2.814 2.650  C41 1.090
47 C -3.527 -2.311 -1.234  C48 1.454, H50 1.090, H51 1.085, H52 1.086
48 C -3.192 -0.950 -1.619  C47 1.454, N49 1.149
49 N -2.938 0.123 -1.941  C48 1.149
50 H -3.184 -2.526 -0.221  C47 1.090
51 H -4.600 -2.471 -1.266  C47 1.085
52 H -3.060 -3.031 -1.899  C47 1.086
53 C -0.283 -1.655 -4.585  C54 1.454, H56 1.088, H57 1.090, H58 1.089
54 C -0.700 -1.929 -5.951  C53 1.454, N55 1.149
55 N -1.028 -2.145 -7.030  C54 1.149
56 H -1.120 -1.734 -3.896  C53 1.088
57 H 0.481 -2.360 -4.257  C53 1.090
58 H 0.128 -0.650 -4.493  C53 1.089
59 C 2.984 3.277 4.872  C60 1.454, H62 1.090, H63 1.089, H64 1.090
60 C 3.305 4.379 5.766  C59 1.454, N61 1.148
61 N 3.543 5.249 6.476  C60 1.148
62 H 3.874 2.893 4.375  C59 1.090
63 H 2.528 2.450 5.414  C59 1.089
64 H 2.284 3.587 4.096  C59 1.090
65 C -2.577 -5.387 -4.631  C66 1.453, H68 1.090, H69 1.089, H70 1.089
66 C -1.874 -4.676 -3.576  C65 1.453, N67 1.148
67 N -1.318 -4.111 -2.746  C66 1.148
68 H -2.363 -4.941 -5.602  C65 1.090
69 H -2.271 -6.432 -4.660  C65 1.089
70 H -3.652 -5.347 -4.460  C65 1.089
71 C -7.949 -3.877 -2.300  C72 1.456, H74 1.088, H75 1.089, H76 1.084
72 C -6.534 -4.208 -2.383  C71 1.456, N73 1.148
73 N -5.417 -4.467 -2.439  C72 1.148
74 H -8.199 -3.465 -1.325  C71 1.088
75 H -8.222 -3.142 -3.055  C71 1.089
76 H -8.563 -4.757 -2.457  C71 1.084
77 C -3.901 7.364 4.198  C78 1.452, H80 1.091, H81 1.081, H82 1.088
78 C -4.490 6.541 3.157  C77 1.452, N79 1.148
79 N -4.955 5.890 2.334  C78 1.148
80 H -4.408 8.329 4.256  C77 1.091
81 H -3.984 6.884 5.162  C77 1.081
82 H -2.847 7.548 4.004  C77 1.088
83 C 3.198 5.188 1.428  C84 1.454, H86 1.089, H87 1.091, H88 1.090
84 C 2.668 5.150 0.074  C83 1.454, N85 1.148
85 N 2.259 5.119 -0.998  C84 1.148
86 H 2.399 5.150 2.166  C83 1.089
87 H 3.867 4.349 1.622  C83 1.091
88 H 3.761 6.107 1.592  C83 1.090
89 C -11.507 -6.942 -1.085  C90 1.455, H92 1.089, H93 1.089, H94 1.089
90 C -11.158 -5.585 -1.478  C89 1.455, N91 1.147
91 N -10.882 -4.515 -1.784  C90 1.147
92 H -11.173 -7.146 -0.069  C89 1.089
93 H -12.585 -7.089 -1.125  C89 1.089
94 H -11.039 -7.667 -1.749  C89 1.089
95 C -1.212 5.336 7.921  C96 1.454, H98 1.089, H99 1.089, H100 1.089
96 C -1.894 5.313 6.637  C95 1.454, N97 1.148
97 N -2.418 5.295 5.616  C96 1.148
98 H -1.931 5.307 8.738  C95 1.089
99 H -0.550 4.478 8.017  C95 1.089
100 H -0.614 6.239 8.022  C95 1.089
101 C 3.121 -0.916 -6.275  C102 1.454, H104 1.089, H105 1.089, H106 1.089
102 C 4.028 0.219 -6.208  C101 1.454, N103 1.148
103 N 4.764 1.098 -6.155  C102 1.148
104 H 3.673 -1.850 -6.182  C101 1.089
105 H 2.397 -0.874 -5.462  C101 1.089
106 H 2.578 -0.927 -7.220  C101 1.089

Here are the Löwdin charges for atoms 1 to 4, given in e:
1. C 0.00
2. C -0.51
3. O 0.12
4. O 0.04